No. 1
{
  "formula": "C5H13N",
  "method": "ωB97M-V/def2-TZVPD",
  "symbols": ["C", "C", "C", "H", "H", "H", "H", "H", "H", "C", "N", "C", "H", "H", "H", "H", "H", "H", "H"],
  "coordinates": [[-3.438933, 1.433697, -0.459581], [-2.139882, 1.169833, -0.842925], [-1.707690, 0.781894, -2.301275], [-3.496481, 1.962260, 0.462894], [-4.313762, 0.914432, -0.883924], [-1.421731, 1.231799, 0.055633], [-1.599790, 1.684070, -2.832793], [-0.759088, 0.127830, -2.147383], [-2.290013, -0.105726, -2.630732], [2.412504, -0.112599, 1.961446], [2.640988, -1.483510, 1.358729], [1.808082, -1.495279, 0.058052], [1.324233, 0.136273, 2.464996], [3.055345, -0.086836, 2.928391], [2.602045, 0.623556, 1.306261], [2.145020, -2.203178, 2.002164], [2.264670, -0.792153, -0.689014], [0.726754, -1.259245, 0.278759], [1.671396, -2.513791, -0.320654]],
  "forces_ev_per_angstrom": [[2.4565, -1.6257, -0.8264], [-1.6804, 0.2159, 0.7297], [1.2470, -3.9846, 4.0939], [-0.6449, -0.1397, 0.8374], [0.3367, 1.1527, -0.3735], [-0.4844, 0.5804, -2.0495], [0.1237, 0.4562, -1.2459], [-0.6681, 1.9033, -0.5820], [-0.6656, 1.4314, -0.5736], [-1.6169, -3.5554, 5.6825], [-3.0203, 0.1888, -0.1428], [-0.3498, -0.0859, 1.2686], [2.0401, -0.9322, -1.6321], [-0.6341, 0.3689, -1.8721], [1.0455, 2.5197, -2.2875], [1.2366, 1.6341, -1.3234], [-0.5478, -0.8054, 0.7113], [0.9595, 0.5690, -0.2216], [0.8666, 0.1089, -0.1930]],
  "total_energy_ev": -6882.541,
  "molar_mass_g_mol": 87.2,
  "smiles": "C=CC.CNC",
  "e_above_lowest_kj_mol": 352.8
}

No. 2
{
  "formula": "C5H7N",
  "method": "ωB97M-V/def2-TZVPD",
  "symbols": ["C", "C", "C", "C", "C", "N", "H", "H", "H", "H", "H", "H", "H"],
  "coordinates": [[0.451351, -1.749531, -1.947362], [0.819907, -0.472960, -2.079951], [-0.781818, -0.072472, 0.963376], [-0.428021, -0.684019, -1.383537], [0.054448, 1.121637, 1.260114], [-1.577722, -0.862496, 1.490229], [0.715108, -2.763516, -2.324131], [1.659829, 0.010594, -2.438103], [-1.396337, -0.294947, -1.832054], [1.072172, 0.947232, 0.919165], [-0.060821, 1.431587, 2.301891], [-0.397357, 2.001936, 0.622342], [-1.745289, -0.840608, 2.483752]],
  "forces_ev_per_angstrom": [[0.2447, 1.2743, -0.6259], [-0.5121, -3.2958, 0.8401], [0.2595, -1.5180, -3.0413], [-1.7106, 1.4261, 1.4928], [-1.7267, 1.4038, -1.0587], [0.6184, 0.1221, -0.6707], [-0.5746, 0.9740, 0.8437], [1.0667, 1.4921, -0.6186], [0.9698, -0.7989, 0.7083], [0.0376, 0.1156, 0.2483], [0.4413, -0.0616, 0.1248], [0.9693, -1.6631, 1.0616], [-0.0832, 0.5295, 0.6957]],
  "total_energy_ev": -6781.847,
  "molar_mass_g_mol": 81.1,
  "e_above_lowest_kj_mol": 643.2
}

No. 3
{
  "formula": "C6H16N2",
  "method": "ωB97M-V/def2-TZVPD",
  "symbols": ["C", "N", "C", "C", "C", "C", "N", "C", "H", "H", "H", "H", "H", "H", "H", "H", "H", "H", "H", "H", "H", "H", "H", "H"],
  "coordinates": [[0.371390, -0.780141, 0.346551], [-0.575773, 0.082194, -0.046529], [1.781931, 2.275668, -1.123428], [1.350633, 1.414140, -2.286361], [0.568189, 3.057055, -0.499614], [-0.013072, -2.179979, 0.742556], [-1.517835, -2.182505, 0.711331], [-2.111233, -2.085508, 2.061826], [-0.339022, 0.081068, 1.096711], [1.446596, -0.578075, 0.289376], [2.365580, 1.706418, -0.398090], [2.411884, 3.083768, -1.505357], [0.740093, 2.023249, -2.954293], [2.147952, 0.913325, -2.836360], [0.697947, 0.638918, -1.868935], [0.382261, 3.877940, -1.190066], [-0.337143, 2.523013, -0.230560], [1.033076, 3.484806, 0.391259], [0.409809, -2.300671, 1.745077], [0.392509, -2.922674, 0.054786], [-1.796796, -1.244967, 0.294854], [-1.622665, -1.358086, 2.722232], [-2.070374, -3.076741, 2.518192], [-3.167299, -1.835995, 1.980657]],
  "forces_ev_per_angstrom": [[0.5395, -1.6109, -2.1255], [1.7678, -1.1075, 1.5765], [-0.8253, 0.6685, -0.3335], [-0.3905, -0.2527, 0.2473], [2.2328, 0.0061, 0.0782], [-2.0558, 1.4968, 0.1110], [0.1732, 1.6726, 0.3642], [-0.0229, -0.9206, 0.0368], [-1.1206, 1.4018, 0.4387], [-0.0222, 0.7524, -0.0855], [-0.0183, 0.0503, 0.1925], [0.3278, -0.2641, 0.2009], [0.0683, -0.2285, -0.2073], [0.0450, 0.1955, 0.0199], [-0.1049, -0.1019, -0.4696], [-0.5523, -0.0567, 0.1292], [-0.0549, -0.2001, -0.1987], [-0.6202, 0.2966, 0.2145], [-0.0246, -0.4147, 0.0300], [0.3623, 0.0681, -0.0469], [0.0707, -1.6439, -0.2144], [0.0484, -0.0140, 0.0079], [0.1133, 0.1264, 0.1739], [0.0637, 0.0806, -0.1401]],
  "total_energy_ev": -9448.745,
  "total_charge": 1,
  "molar_mass_g_mol": 116.2,
  "spin_multiplicity": 2,
  "s2": 0.7573,
  "e_above_lowest_kj_mol": 476.3
}